[1]
Here is a 2-piece molecular cluster, C25H30Cl2F13O6S overall from OMol25. Energies are from ωB97M-V with the def2-TZVPD basis set.

```
! wB97M-V def2-TZVPD RIJCOSX def2/J DEFGRID3
* xyz -1 1
C 1.5423 -3.7361 2.0378
C 1.8618 -2.6142 1.7656
C 2.2323 -1.2272 1.4433
O 3.6005 -1.0204 1.7961
C 2.1073 -0.9480 -0.0870
C 1.0649 -1.7921 -0.8363
C -0.3761 -1.6772 -0.3224
C -1.4178 -2.1524 -1.3458
C -2.6973 -2.7372 -0.7097
C -3.8701 -1.7558 -0.7165
C -3.6061 -0.4813 0.1018
C -3.9276 -0.6396 1.6015
C -2.8946 0.0443 2.5173
C 1.8771 0.5374 -0.3459
C 2.3078 1.0116 -1.7358
C 1.2088 1.3188 -2.7577
C 0.3080 2.5089 -2.4134
F 0.7364 3.1569 -1.3103
F 0.3362 3.4152 -3.4345
C -1.1835 2.1019 -2.2326
F -1.6923 1.9601 -3.4822
F -1.2654 0.8960 -1.6565
C -2.1428 3.0944 -1.5047
F -1.9372 4.3154 -2.0341
F -3.3891 2.7027 -1.8249
C -2.0582 3.2129 0.0497
F -1.1187 4.0966 0.3811
F -1.7579 2.0222 0.5751
C -3.3736 3.6616 0.7722
F -4.3161 2.7219 0.6426
F -3.0558 3.7636 2.0728
C -3.9797 5.0326 0.3786
F -5.0553 5.2487 1.1398
F -4.3688 5.0647 -0.8942
F -3.1134 6.0142 0.5846
O 2.6566 1.3139 0.5963
S 2.0090 1.4086 2.0709
O 3.0907 1.7004 2.9477
O 0.9198 2.3382 2.0004
C 1.3595 -0.2572 2.2729
C 1.2279 -0.6075 3.8198
O 2.1587 -1.2228 4.3392
O 0.1578 -0.1752 4.2895
H 1.3531 -4.7042 2.4348
H 3.9871 -1.8596 2.0578
H 3.0912 -1.2157 -0.4800
H 1.0681 -1.4687 -1.8866
H 1.3726 -2.8386 -0.8494
H -0.4770 -2.3051 0.5636
H -0.5806 -0.6599 0.0086
H -0.9451 -2.9125 -1.9752
H -1.7186 -1.3340 -2.0052
H -3.0005 -3.6224 -1.2784
H -2.4938 -3.0727 0.3100
H -4.7570 -2.2473 -0.2999
H -4.1324 -1.5044 -1.7486
H -4.1961 0.3425 -0.3091
H -2.5604 -0.1888 0.0128
H -4.9021 -0.1930 1.8114
H -3.9762 -1.7006 1.8597
H -3.0784 1.1170 2.5859
H -1.8754 -0.1083 2.1599
H -2.9325 -0.3646 3.5275
H 0.8289 0.8012 -0.1669
H 2.9352 0.2371 -2.1893
H 2.9514 1.8812 -1.6151
H 0.6021 0.4397 -2.9702
H 1.7054 1.5856 -3.6918
H 0.3523 -0.2414 1.8640
Cl 5.6734 -3.5528 0.8988
C 6.2666 -3.8736 -0.7470
C 6.7917 -2.6256 -1.4126
Cl 5.4943 -1.4605 -1.7799
H 5.4508 -4.3117 -1.3170
H 7.0698 -4.6041 -0.6608
H 7.2638 -2.8868 -2.3588
H 7.5180 -2.1191 -0.7821
*
```

The calculation puts the LUMO energy at 2.09 eV. Its HOMO-LUMO gap is 7.07 eV. Its maximum force is 0.7 eV/A. As for the HOMO energy: -4.98 eV.

Formally, the Löwdin partial charges of the atoms, in units of the elementary charge, are as follows:
1 C 0.16
2 C -0.06
3 C -0.43
4 O -0.01
5 C -0.19
6 C -0.13
7 C -0.19
8 C -0.19
9 C -0.20
10 C -0.21
11 C -0.22
12 C -0.23
13 C -0.09
14 C -0.29
15 C -0.09
16 C -0.05
17 C -0.41
18 F 0.15
19 F 0.10
20 C -0.34
21 F 0.14
22 F 0.13
23 C -0.33
24 F 0.16
25 F 0.15
26 C -0.35
27 F 0.18
28 F 0.16
29 C -0.35
30 F 0.16
31 F 0.17
32 C -0.55
33 F 0.18
34 F 0.18
35 F 0.20
36 O -0.19
37 S 0.68
38 O -0.23
39 O -0.27
40 C -0.16
41 C -0.72
42 O 0.00
43 O -0.03
44 H 0.03
45 H 0.05
46 H 0.10
47 H 0.11
48 H 0.12
49 H 0.11
50 H 0.07
51 H 0.11
52 H 0.10
53 H 0.10
54 H 0.11
55 H 0.10
56 H 0.10
57 H 0.10
58 H 0.06
59 H 0.10
60 H 0.10
61 H 0.06
62 H 0.05
63 H 0.08
64 H 0.12
65 H 0.10
66 H 0.13
67 H 0.12
68 H 0.13
69 H 0.10
70 Cl 0.61
71 C -0.66
72 C -0.66
73 Cl 0.59
74 H 0.07
75 H 0.07
76 H 0.07
77 H 0.07


[2]
Here is a 2-piece molecular cluster, C26H39F3NO6P2S overall in a non-equilibrium geometry from OMol25. Energies are from ωB97M-V with the def2-TZVPD basis set.

```
! wB97M-V def2-TZVPD RIJCOSX def2/J DEFGRID3
* xyz 1 1
O -3.2425 3.4654 -2.2114
P -3.4679 2.1351 -1.4285
C -3.3190 0.6552 -2.5784
C -4.4809 0.3421 -3.3663
C -4.4296 -0.9088 -4.3936
O -5.0527 -0.9444 -5.4794
C -3.4810 -2.1254 -3.9021
C -3.7591 -3.6133 -4.2102
C -2.7988 -4.7380 -3.6501
P -3.2592 -6.5015 -4.1284
S -1.9590 -7.1401 -5.4225
C -1.5485 -4.4474 -2.7819
C -0.5443 -5.4814 -2.1480
F -0.3222 -5.2423 -0.7413
F 0.7132 -5.3227 -2.8371
F -0.8660 -6.8429 -2.2437
C -1.2531 -2.9186 -2.5091
C 0.0237 -2.3928 -1.6775
O -0.3791 -2.0440 -0.3322
C 0.6728 -2.2608 0.6253
O 0.2233 -2.1737 2.0003
C -0.0559 -3.4807 2.5629
C 0.9249 -3.9203 3.7614
O 0.1110 -4.5943 4.7807
C -2.1998 -1.7799 -3.0399
C -1.9802 -0.2358 -2.7538
O -0.8831 0.3720 -2.6896
H -2.6576 2.0693 -0.2503
H -4.8598 2.1795 -1.0125
H -5.4431 0.9730 -3.2952
H -4.6814 -3.8618 -4.8579
H -3.3060 -7.4189 -3.0159
H -4.6033 -6.5041 -4.6813
H 0.5897 -1.5450 -2.2278
H 0.8102 -3.2394 -1.5730
H 1.4778 -1.4302 0.5101
H 1.2282 -3.2547 0.5200
H -0.1145 -4.3332 1.8033
H -1.1139 -3.4081 3.0337
H 1.4789 -3.0559 4.2628
H 1.7135 -4.7086 3.4464
H -0.5777 -5.1504 4.3380
C 3.5327 5.8801 1.9811
C 2.4541 5.4035 1.0177
C 1.1668 4.9497 1.7040
C 1.1613 3.6704 2.5299
N 1.5008 2.3397 1.8418
C 3.0004 2.0771 1.7395
C 3.4423 1.7304 3.1499
C 2.2603 1.0164 3.7879
C 1.0890 1.2057 2.8379
C 0.7196 2.0767 0.5476
C 1.2881 2.6457 -0.7586
C 0.4276 3.7292 -1.4088
H 3.7598 5.1328 2.7434
H 4.4529 6.0907 1.4278
H 3.2260 6.8051 2.4748
H 2.8650 4.6291 0.3707
H 2.2066 6.2370 0.3498
H 0.3527 4.8968 0.9784
H 0.8617 5.7581 2.3807
H 0.1420 3.5473 2.9109
H 1.8134 3.7746 3.3997
H 3.1332 1.2246 1.0655
H 3.5189 2.9456 1.3437
H 3.6770 2.6369 3.7152
H 4.3456 1.1170 3.1562
H 2.0391 1.4307 4.7750
H 2.4677 -0.0458 3.9313
H 0.1512 1.4720 3.3268
H 0.9432 0.2872 2.2647
H -0.3155 2.3722 0.7347
H 0.7262 0.9895 0.4186
H 1.3023 1.8170 -1.4758
H 2.3274 2.9645 -0.6846
H -0.6395 3.5497 -1.2446
H 0.5989 3.7437 -2.4888
H 0.6734 4.7270 -1.0495
*
```

The calculation puts the LUMO energy at -4.24 eV. Its HOMO-LUMO gap is 6.33 eV. Its maximum force is 5.1 eV/A. As for the HOMO energy: -10.57 eV.

Formally, the Löwdin partial charges of the atoms, in units of the elementary charge, are as follows:
1 O -0.49
2 P 0.75
3 C -0.21
4 C 0.04
5 C -0.25
6 O 0.08
7 C -0.01
8 C 0.02
9 C -0.28
10 P 0.32
11 S 0.13
12 C 0.00
13 C -0.36
14 F 0.05
15 F 0.06
16 F 0.06
17 C 0.04
18 C -0.16
19 O -0.12
20 C -0.23
21 O -0.15
22 C -0.17
23 C -0.19
24 O -0.12
25 C 0.03
26 C -0.26
27 O 0.04
28 H 0.00
29 H 0.03
30 H 0.14
31 H 0.12
32 H -0.01
33 H 0.00
34 H 0.14
35 H 0.12
36 H 0.14
37 H 0.15
38 H 0.13
39 H 0.14
40 H 0.12
41 H 0.13
42 H 0.10
43 C -0.09
44 C -0.26
45 C -0.17
46 C -0.09
47 N -0.17
48 C -0.08
49 C -0.15
50 C -0.14
51 C -0.08
52 C -0.09
53 C -0.21
54 C -0.08
55 H 0.06
56 H 0.08
57 H 0.08
58 H 0.07
59 H 0.12
60 H 0.10
61 H 0.13
62 H 0.13
63 H 0.13
64 H 0.15
65 H 0.12
66 H 0.11
67 H 0.13
68 H 0.12
69 H 0.12
70 H 0.14
71 H 0.10
72 H 0.12
73 H 0.11
74 H 0.11
75 H 0.10
76 H 0.06
77 H 0.09
78 H 0.06


[3]
Here is C16H10ClN2OS4Sc as an isolated structure in a non-equilibrium geometry from OMol25. Energies are from ωB97M-V with the def2-TZVPD basis set.

```
! wB97M-V def2-TZVPD RIJCOSX def2/J DEFGRID3
* xyz 0 1
Sc -1.3782 -0.7441 -0.4238
Cl -2.5571 4.1154 4.6627
C -2.3265 2.6981 3.6777
C -3.2391 1.6377 3.7680
C -3.0673 0.5039 3.0164
C -1.9917 0.3866 2.1225
O -1.8117 -0.7210 1.4422
C -1.0965 1.4767 2.0104
C 0.0572 1.4250 1.1456
N 0.1777 0.6042 0.1617
C 1.3791 0.4317 -0.5846
C 2.3558 1.3714 -0.7211
C 3.5054 1.1067 -1.4969
C 3.6524 -0.0957 -2.1224
C 2.6536 -1.0889 -1.9939
C 2.7442 -2.3598 -2.6191
C 1.7672 -3.2818 -2.4281
C 0.6596 -2.9420 -1.6218
N 0.5258 -1.7722 -1.0569
C 1.5180 -0.8337 -1.2200
C -1.2652 2.6138 2.8256
H -4.0805 1.7221 4.4434
H -3.7605 -0.3233 3.0789
H 0.8812 2.0979 1.3893
H 2.2398 2.3463 -0.2629
H 4.2637 1.8713 -1.5989
H 4.5266 -0.3039 -2.7270
H 3.6033 -2.5804 -3.2426
H 1.8071 -4.2586 -2.8886
H -0.1458 -3.6473 -1.4679
H -0.5582 3.4328 2.7576
S -1.4203 -0.3603 -3.0278
S -2.2823 -2.1972 -3.0006
S -3.5091 -2.1504 -1.1446
S -3.8279 -0.1809 -0.8525
*
```

The calculation puts the LUMO energy at -1.26 eV. Its HOMO-LUMO gap is 5.66 eV. Its maximum force is 2.7 eV/A. As for the HOMO energy: -6.92 eV.

Formally, the Löwdin partial charges of the atoms, in units of the elementary charge, are as follows:
1 Sc 0.47
2 Cl 0.66
3 C -0.66
4 C -0.07
5 C 0.01
6 C -0.35
7 O -0.21
8 C -0.13
9 C -0.02
10 N 0.01
11 C -0.19
12 C 0.00
13 C -0.05
14 C -0.02
15 C -0.14
16 C 0.01
17 C -0.02
18 C -0.14
19 N -0.01
20 C -0.18
21 C -0.06
22 H 0.11
23 H 0.13
24 H 0.14
25 H 0.11
26 H 0.11
27 H 0.12
28 H 0.12
29 H 0.11
30 H 0.10
31 H 0.12
32 S -0.02
33 S -0.07
34 S -0.04
35 S 0.03


[4]
Here is one molecule with the formula CHNO3 in a non-equilibrium geometry from OMol25. Energies are from ωB97M-V with the def2-TZVPD basis set.

```
! wB97M-V def2-TZVPD RIJCOSX def2/J DEFGRID3
* xyz 0 1
C 0.6651 -0.5932 -0.1575
N -0.6106 -0.4651 0.3287
O 0.9121 -0.8167 -1.2942
O -0.9233 1.6998 -0.0553
O -1.3252 0.5905 0.3957
H 1.2819 -0.4153 0.7826
*
```

As for the energy above the lowest of the compared OMol25 structures with the same formula, charge and spin: 507.0 kJ/mol. The calculation puts the LUMO energy (spin up / spin down) at -1.53 / -1.67 eV. Its HOMO-LUMO gap (spin up / spin down) is 9.67 / 9.52 eV. Its maximum force is 3.3 eV/A. As for the HOMO energy (spin up / spin down): -11.21 / -11.19 eV.

Formally, the Löwdin partial charges of the atoms, in units of the elementary charge, are as follows:
1 C -0.33
2 N 0.11
3 O 0.13
4 O 0.01
5 O -0.07
6 H 0.16


Copy entry 4 word for word.
Here is one molecule with the formula CHNO3 in a non-equilibrium geometry from OMol25. Energies are from ωB97M-V with the def2-TZVPD basis set.

```
! wB97M-V def2-TZVPD RIJCOSX def2/J DEFGRID3
* xyz 0 1
C 0.6651 -0.5932 -0.1575
N -0.6106 -0.4651 0.3287
O 0.9121 -0.8167 -1.2942
O -0.9233 1.6998 -0.0553
O -1.3252 0.5905 0.3957
H 1.2819 -0.4153 0.7826
*
```

As for the energy above the lowest of the compared OMol25 structures with the same formula, charge and spin: 507.0 kJ/mol. The calculation puts the LUMO energy (spin up / spin down) at -1.53 / -1.67 eV. Its HOMO-LUMO gap (spin up / spin down) is 9.67 / 9.52 eV. Its maximum force is 3.3 eV/A. As for the HOMO energy (spin up / spin down): -11.21 / -11.19 eV.

Formally, the Löwdin partial charges of the atoms, in units of the elementary charge, are as follows:
1 C -0.33
2 N 0.11
3 O 0.13
4 O 0.01
5 O -0.07
6 H 0.16


maximum force of number 1 (C25H30Cl2F13O6S)?
0.7 eV/A


Which formula does entry 3 have?
C16H10ClN2OS4Sc


Which formula does entry 1 have?
C25H30Cl2F13O6S